Formula: C6H13N2
Source: the Open Molecules 2025 dataset
Level of theory: ωB97M-V with the def2-TZVPD basis set

Atoms and positions in Å:
1 C 1.142613 2.033848 0.774940
2 C 0.290911 1.684217 -0.385476
3 N 0.883898 0.779860 -1.471116
4 C -0.249682 0.386419 -0.671369
5 N -1.324476 -0.341656 -1.084476
6 C -0.474979 -0.988655 0.075342
7 C -1.096442 -0.938553 1.427486
8 C 0.034062 -2.277397 -0.348885
9 H 1.749277 2.935269 0.592174
10 H 1.829188 1.323283 1.000105
11 H 0.454279 2.158143 1.591547
12 H -0.372470 2.376780 -0.835722
13 H 0.738874 1.191901 -2.408610
14 H 1.770935 0.190810 -1.248626
15 H -2.144829 0.070602 -0.662907
16 H -0.590245 -1.447286 2.188290
17 H -2.152386 -1.367052 1.169556
18 H -1.009962 0.006287 1.776424
19 H 0.645867 -2.185871 -1.299017
20 H -0.914896 -2.892090 -0.518130
21 H 0.790463 -2.698859 0.338471

Atomic forces in eV per Å
C -1.4087 2.5163 -0.8673
C 0.0308 -0.6525 -0.0356
N 2.2355 -0.2002 -0.6821
C 1.2788 -3.6127 2.6813
N -0.9168 -0.4664 1.0426
C -0.2358 3.2771 -2.1272
C -2.3625 -2.0149 -2.6727
C 1.2042 -1.3841 -1.8673
H -0.6425 -0.0337 0.0981
H 1.8041 -2.6189 0.7395
H 0.0377 0.3736 0.6640
H 0.1013 1.4342 -0.4752
H 0.4069 -0.9079 0.3862
H -1.7950 1.7987 -0.8623
H -0.7396 -0.0126 -0.2212
H 0.7019 -1.6702 0.6849
H 1.5541 0.9764 1.5497
H -0.9762 3.3727 1.0282
H -1.1363 -0.2605 0.6170
H 1.7637 0.1755 0.2176
H -0.9055 -0.0897 0.1018

As for the strongest force on any atom: 4.68 eV/Å. The net charge is +1. The molecular weight comes out at 113.18 g/mol. As for the energy: -345.56097 Eh. The SMILES is C[C@H]1[NH2+][C@]12NC2(C)C. As for the HOMO energy: -0.516 Ha. Its HOMO-LUMO gap is 10.9 eV.


Formula: ClH2NO2Si
Source: the Open Molecules 2025 dataset
Level of theory: ωB97M-V with the def2-TZVPD basis set

Atoms and positions in Å:
1 N 1.476584 0.142611 0.359008
2 O 2.058696 1.155771 0.158153
3 O 2.053068 -0.893832 0.698179
4 Si -1.143147 0.033748 -0.340549
5 Cl -2.154606 -1.311917 0.859999
6 H -1.813574 1.351780 -0.058349
7 H -0.477018 -0.478164 -1.676444

Atomic forces in eV per Å
N -1.2398 -2.2563 0.2604
O 0.1774 1.6990 -0.3955
O -1.2395 0.6140 -0.2670
Si 2.3527 -0.6564 0.4510
Cl 0.6655 0.5153 -0.8168
H 0.5607 -0.5121 -0.5216
H -1.2770 0.5965 1.2896

As for the strongest force on any atom: 2.59 eV/Å. The molecular weight comes out at 111.56 g/mol. As for the energy: -955.98777 Eh. As for the HOMO energy (alpha / beta): -0.331 / -0.331 Ha. Its HOMO-LUMO gap (alpha / beta) is 7.5 / 7.5 eV.


Formula: C8H32CrN16O8
Source: the Open Molecules 2025 dataset
Level of theory: ωB97M-V with the def2-TZVPD basis set

Atoms and positions in Å:
1 Cr -0.181460 -0.210932 -0.394772
2 C 2.992708 -1.213050 -0.665451
3 O 1.835738 -0.830632 -0.836143
4 N 4.072853 -0.781294 -1.376406
5 N 3.359798 -2.038399 0.352351
6 H 4.970019 -1.208272 -1.252016
7 H 3.896391 -0.046315 -2.039520
8 H 4.330071 -2.293080 0.287434
9 H 2.776761 -2.635005 0.910080
10 C -1.328498 2.855224 -0.287168
11 O -1.016783 1.672911 -0.057188
12 N -0.491368 3.896315 -0.405651
13 N -2.605525 3.179166 -0.611633
14 H -0.889189 4.816986 -0.358080
15 H 0.494026 3.787386 -0.556230
16 H -2.891297 4.142744 -0.638776
17 H -3.349702 2.506102 -0.543957
18 C -2.859074 -1.239418 -2.179687
19 O -1.841138 -0.719219 -1.686055
20 N -4.079779 -1.143490 -1.570685
21 N -2.905726 -1.831164 -3.365558
22 H -4.868519 -1.604375 -1.986695
23 H -4.192901 -0.664992 -0.696168
24 H -1.983031 -2.009211 -3.732442
25 H -3.773227 -2.191685 -3.716255
26 C 0.659389 1.582701 -3.034137
27 O 0.233016 0.772042 -2.200996
28 N 1.474501 2.586331 -2.633806
29 N 0.250464 1.685759 -4.300510
30 H 1.894399 3.197040 -3.313336
31 H 1.866734 2.520821 -1.705326
32 H -0.254976 0.977202 -4.804926
33 H 0.538466 2.446610 -4.891600
34 C -0.286708 -3.422665 0.247727
35 O -0.221967 -2.190985 0.088347
36 N -0.501254 -3.999120 1.431178
37 N -0.088408 -4.264769 -0.796106
38 H -0.673044 -3.366930 2.198110
39 H -0.308200 -4.968370 1.619022
40 H -0.113493 -3.814679 -1.697332
41 H 0.522685 -5.064652 -0.748103
42 C -2.757522 -0.704991 1.760617
43 O -1.957339 -0.374990 0.873506
44 N -3.562693 -1.773910 1.668274
45 N -3.023796 0.049626 2.877041
46 H -4.263161 -1.903126 2.373429
47 H -3.332104 -2.461665 0.968835
48 H -3.583399 -0.386632 3.582272
49 H -2.528264 0.926703 2.853804
50 C 0.930958 -0.599379 2.672533
51 O 0.682825 -0.310028 1.496454
52 N 2.185937 -0.865104 3.132989
53 N -0.029992 -0.709907 3.604691
54 H 3.043224 -0.912315 2.609368
55 H 2.181390 -1.220387 4.071752
56 H -0.839648 -0.116885 3.553889
57 H 0.300661 -0.952301 4.522664
58 C 2.418321 2.612981 0.920813
59 O 1.729956 1.821782 0.239280
60 N 2.830818 2.289786 2.138585
61 N 2.858206 3.801828 0.412476
62 H 3.459284 2.962053 2.554073
63 H 2.568563 1.499642 2.694726
64 H 2.964138 3.900389 -0.580228
65 H 3.260886 4.554194 0.946623

Atomic forces in eV per Å
Cr -0.6650 -0.2609 1.9194
C 0.4703 0.1799 0.7955
O -0.3305 0.2894 -0.9515
N -1.6570 0.1408 0.0721
N 0.8185 -0.1112 -0.0433
H 0.2307 0.2241 -0.2906
H 0.3708 -0.1305 -0.1659
H 0.0163 -0.4638 0.5359
H -0.4367 0.1213 -0.3740
C -0.4351 0.1350 -1.4923
O 0.4653 -0.1790 -0.0223
N 0.1657 0.0290 0.5815
N -0.3591 -0.2127 0.5882
H 0.2549 0.1593 -0.2500
H 0.0227 -0.1827 0.4306
H -0.0286 0.0288 -0.1710
H 0.1917 -0.1204 0.1884
C -1.4231 1.2155 1.3436
O 0.4088 -0.5328 -0.5079
N 0.6256 -0.1578 -0.0350
N 1.3197 -0.1191 -0.0025
H -0.2214 0.1193 0.1728
H 0.0935 0.0082 -0.0368
H -0.5019 -0.2889 -0.7038
H 0.2591 -0.2756 -0.4548
C -0.2379 1.2613 0.6914
O 0.0529 -0.7715 -0.7028
N 0.5006 0.1011 -0.0560
N -0.2966 -0.4525 -1.0670
H 0.0983 -0.0073 0.0390
H -0.1565 -0.3452 0.0957
H -0.1264 -0.2185 0.5105
H 0.2131 0.0809 0.1625
C 1.0969 -0.4410 -0.9755
O -0.8667 -0.0978 0.0299
N -0.0527 0.8338 0.7833
N -0.0332 0.2158 -0.7394
H 0.1938 -0.2243 0.1739
H -0.3002 -0.0916 -0.1366
H 0.3099 0.0028 0.0178
H -0.3384 -0.2447 0.2539
C -0.4938 0.5884 -0.0051
O -0.4005 -0.2851 1.0138
N 0.5094 -0.3541 -0.4181
N 1.3270 -0.3972 -1.7917
H -0.2259 -0.5661 -0.1770
H -0.4083 -0.1393 0.1721
H -0.0355 0.8065 0.6465
H -0.6058 0.2548 0.8251
C 0.4261 0.0079 -1.3675
O 0.4204 0.5679 0.0400
N -0.6924 -0.0181 0.4730
N -0.0498 -0.3367 0.6533
H -0.2906 -0.0630 -0.4839
H 0.7161 0.0353 0.1719
H -0.1526 -0.1933 -0.1445
H -0.4134 0.2105 0.3331
C -0.7457 -1.6872 -1.5313
O 0.8075 1.3266 -0.1372
N 1.1102 1.3821 1.3128
N -0.1472 0.4300 -0.0731
H -0.0201 -0.3618 0.4046
H -0.3564 -0.1346 -0.3429
H -0.0780 -0.0634 -0.0091
H 0.0870 -0.2271 0.2284

As for the strongest force on any atom: 2.40 eV/Å. The spin multiplicity is 4. The net charge is +3. The molecular weight comes out at 532.44 g/mol. As for the energy: -2846.02820 Eh. As for the HOMO energy (alpha / beta): -0.642 / -0.642 Ha. Its HOMO-LUMO gap (alpha / beta) is 7.8 / 9.3 eV.


Formula: C30H77BF4N5O6
Source: the Open Molecules 2025 dataset
Level of theory: ωB97M-V with the def2-TZVPD basis set

Atoms and positions in Å:
1 C 5.899495 -0.586604 6.066867
2 C 4.602859 -1.132548 5.497701
3 C 4.483952 -0.855626 4.013390
4 N 3.326101 -1.512726 3.365834
5 C 2.104206 -1.472668 4.125658
6 C 3.037905 -0.881182 2.061963
7 C 2.581582 -1.983317 1.104317
8 C 2.697734 -3.281570 1.879159
9 C 3.672500 -2.925297 2.990818
10 H 6.772140 -1.184921 5.800694
11 H 5.772587 -0.659659 7.148530
12 H 6.149227 0.444765 5.826711
13 H 3.754985 -0.638994 5.975146
14 H 4.549848 -2.205235 5.704349
15 H 5.383128 -1.157789 3.482008
16 H 4.302885 0.203359 3.856981
17 H 1.813079 -0.456603 4.364526
18 H 2.214252 -2.118622 4.998277
19 H 1.325433 -1.971052 3.546994
20 H 2.316399 -0.066784 2.172355
21 H 3.898619 -0.299757 1.723703
22 H 1.620653 -1.781494 0.633640
23 H 3.282714 -2.058377 0.268062
24 H 1.820274 -3.821333 2.237904
25 H 3.204788 -4.059931 1.299418
26 H 3.668508 -3.560360 3.869671
27 H 4.668651 -2.876453 2.560521
28 C -1.739450 5.548878 -3.783299
29 N -1.782081 4.073780 -3.611055
30 C -3.026612 3.710261 -2.867081
31 C -1.820412 3.442435 -4.942800
32 C -0.559431 3.571606 -2.916892
33 C -0.411979 3.938239 -1.459434
34 O 0.005047 5.258661 -1.234099
35 H -0.996073 5.838569 -4.510499
36 H -1.568185 5.956533 -2.791568
37 H -2.741484 5.896610 -4.030603
38 H -3.018257 4.264250 -1.934405
39 H -2.992650 2.641055 -2.668224
40 H -3.891164 3.987191 -3.458425
41 H -1.127882 3.925181 -5.620134
42 H -2.843154 3.439155 -5.312745
43 H -1.561738 2.388642 -4.836859
44 H 0.297218 3.919904 -3.495213
45 H -0.591172 2.485676 -2.944910
46 H 0.273460 3.225014 -0.997384
47 H -1.383944 3.652092 -1.037121
48 H -0.683714 5.759861 -0.785387
49 C -3.640033 -4.044890 2.731319
50 N -3.268586 -2.664777 3.187653
51 C -2.023890 -2.232935 2.529544
52 C -4.365192 -1.766326 2.765952
53 C -3.080260 -2.665864 4.683664
54 C -4.327700 -2.487531 5.473855
55 O -5.110932 -3.651334 5.331169
56 H -3.827963 -3.998299 1.664624
57 H -4.505808 -4.380453 3.289821
58 H -2.787885 -4.682919 2.955496
59 H -1.161105 -2.675948 3.024431
60 H -1.948397 -1.151858 2.579041
61 H -2.013789 -2.521682 1.484610
62 H -4.363308 -1.711867 1.681437
63 H -4.230599 -0.778722 3.191949
64 H -5.298933 -2.216436 3.091846
65 H -2.340753 -1.889227 4.889077
66 H -2.533072 -3.582627 4.906108
67 H -4.823630 -1.527983 5.295816
68 H -4.051466 -2.403796 6.534738
69 H -5.828182 -3.624903 5.977236
70 C -4.222797 -2.726220 -1.586402
71 N -3.559092 -2.953608 -2.867140
72 C -2.071487 -2.979886 -2.726190
73 C -4.043175 -4.271531 -3.363548
74 C -3.905437 -1.971730 -3.929485
75 C -3.957912 -0.552046 -3.452181
76 O -5.105464 -0.325854 -2.646529
77 H -4.061602 -3.556335 -0.909277
78 H -5.254427 -2.438488 -1.747453
79 H -3.754537 -1.847807 -1.124744
80 H -1.768250 -1.944054 -2.669918
81 H -1.706558 -3.542302 -3.578107
82 H -1.824998 -3.500903 -1.807474
83 H -3.544083 -4.550768 -4.284815
84 H -5.118807 -4.210617 -3.499110
85 H -3.848157 -4.987437 -2.569525
86 H -4.908382 -2.251487 -4.245531
87 H -3.214218 -2.125870 -4.754287
88 H -4.011813 0.136752 -4.301687
89 H -3.070277 -0.238641 -2.890228
90 H -5.811845 0.037974 -3.191005
91 C 4.834871 3.233424 -1.678592
92 N 4.112335 2.422857 -2.721619
93 C 3.377279 3.360505 -3.597968
94 C 5.102751 1.669074 -3.521590
95 C 3.192017 1.417104 -2.036603
96 C 2.437724 0.505666 -2.977081
97 O 1.629952 1.258297 -3.905771
98 H 4.153849 3.696555 -0.991281
99 H 5.467598 3.928986 -2.223159
100 H 5.537772 2.576003 -1.166258
101 H 2.551432 3.794886 -3.053373
102 H 3.047930 2.840980 -4.494310
103 H 4.103170 4.081208 -3.970972
104 H 5.947881 2.323669 -3.720708
105 H 4.666492 1.354409 -4.467192
106 H 5.450200 0.775540 -3.009100
107 H 2.505192 1.946757 -1.379768
108 H 3.887778 0.867247 -1.402501
109 H 1.770478 -0.128137 -2.377874
110 H 3.056673 -0.201881 -3.539585
111 H 0.903802 0.686760 -4.171670
112 B -1.151678 -0.097350 -0.075700
113 F -1.268916 0.947004 -1.054816
114 F -0.358272 0.347122 0.991570
115 F -2.464006 -0.392774 0.411942
116 F -0.584437 -1.269703 -0.667089
117 C 1.675273 3.011007 1.734135
118 C 2.979606 3.140128 2.527839
119 O 3.718880 4.062816 2.142951
120 O 3.232530 2.296761 3.440714
121 H 1.258060 3.996052 1.497113
122 H 0.874218 2.454152 2.219936
123 H 1.885510 2.533294 0.776616

Atomic forces in eV per Å
C 0.2049 -0.2395 0.7093
C -0.1466 0.1767 -0.4938
C 0.2688 0.8950 0.7419
N 0.7647 -0.6227 -1.0984
C -1.2293 -1.0413 1.1364
C -0.3111 1.5572 -1.2884
C 0.1263 0.1094 -0.7070
C 0.7423 -1.5107 0.2161
C -0.2930 -0.0165 -0.1284
H -0.1206 -0.1296 -0.0914
H 0.3954 0.1601 0.0194
H -0.4127 0.0979 -0.1562
H 0.0779 -0.0998 0.2254
H -0.0408 -0.0065 0.0629
H -0.0361 -0.0320 -0.1770
H 0.2037 0.4583 0.0620
H 0.1466 0.1480 0.0829
H 0.0745 0.4500 0.2549
H -0.0306 0.3546 -0.2388
H -0.1767 -0.2783 0.3920
H 0.3228 -0.5718 0.0462
H -0.1936 -0.0353 0.3453
H 0.0359 0.1461 0.0753
H -0.3826 0.6736 0.0580
H -0.1247 0.1592 -0.1792
H 0.0131 -0.0518 0.0546
H 0.1462 -0.0475 0.1709
C -0.8473 0.4330 0.9989
N -0.3082 0.0536 -0.3410
C 0.4147 -0.0502 0.2530
C -0.4404 -0.9821 -0.3706
C 0.9585 -0.1022 0.2574
C -0.8076 -0.5117 0.1223
O -0.2124 0.0437 -0.1751
H 0.1579 0.0760 0.0118
H 0.4884 0.2181 -0.2308
H 0.1037 -0.0920 -0.5728
H -0.2514 -0.0662 0.0286
H -0.1190 -0.0198 0.0825
H -0.0303 0.0160 -0.0813
H 0.0047 0.0730 -0.0718
H 0.0796 0.4808 -0.2443
H 0.1681 0.0716 0.0258
H -0.0782 -0.0224 -0.1337
H -0.0733 -0.0680 -0.1391
H 0.2215 0.1087 -0.0794
H 0.3062 0.4276 0.6141
H 0.2200 -0.0233 0.2423
C 0.4984 -0.0113 0.2909
N -0.5519 -0.4621 -0.2258
C 0.8410 0.1625 -0.0332
C -0.5027 0.0540 -0.1298
C 1.1940 0.3660 -0.2352
C 0.1068 -0.1599 1.6626
O -0.5447 0.2414 -0.3572
H -0.0331 -0.0933 -0.0741
H -0.0776 0.0098 -0.0279
H -0.0625 -0.1544 -0.1556
H -0.1041 -0.1617 0.0910
H 0.0345 0.0534 0.0490
H -0.1868 -0.0147 -0.0508
H 0.1384 0.1268 -0.0385
H 0.0490 0.0831 -0.0298
H -0.0809 0.1728 0.0907
H -0.3952 0.3385 0.0887
H -0.4107 -0.2109 0.1484
H -0.2569 -0.2542 -0.4970
H 0.4054 0.0286 -0.1796
H 0.0185 -0.1216 -0.1040
C 0.2437 1.7778 1.0804
N 0.2623 -1.1450 -0.8914
C -0.5974 -0.2667 0.2759
C -0.0810 -0.5155 0.4353
C -0.6793 0.1881 -0.1173
C -0.2066 1.1859 -0.0193
O 0.0707 0.0829 0.1054
H -0.1615 -0.3370 -0.2439
H -0.1794 -0.4832 0.0529
H -0.0538 -0.1073 0.0091
H 0.5285 -0.0463 0.0401
H 0.3890 0.2760 -0.0996
H 0.1402 0.0475 0.0640
H 0.0147 0.0343 -0.0688
H -0.0287 -0.0210 -0.1086
H 0.1402 -0.2525 -0.2066
H -0.0165 0.1302 -0.2708
H 0.0690 -0.0041 -0.0151
H 0.2192 -0.3502 -0.2445
H -0.0783 -0.2134 0.1684
H -0.0066 -0.0144 0.0570
C 0.9829 -0.7256 -0.3702
N -0.4744 -0.4999 0.5576
C 0.4367 0.0526 -1.0857
C 0.5134 -0.0861 -0.6320
C 0.4192 0.3671 -0.1221
C -0.6671 -0.5577 -0.3723
O 0.0696 -0.1796 0.4629
H -0.3498 0.2900 0.3259
H -0.2683 0.3612 0.0968
H -0.3111 -0.0910 0.2645
H 0.0203 0.2604 0.0827
H -0.3057 -0.0871 0.3303
H -0.1426 0.3678 0.4071
H 0.0159 -0.0346 -0.0748
H -0.0868 0.1005 0.0340
H -0.0095 0.1626 0.3008
H -0.0033 0.2798 -0.0972
H -0.2945 -0.2993 0.0419
H 0.2165 0.2177 0.2564
H 0.3110 0.3043 0.1045
H 0.0598 -0.0315 -0.0757
B -0.0714 0.6175 0.3938
F 0.1079 -0.6601 0.0354
F -0.2331 -0.4593 -0.5239
F 0.3729 -0.0914 -0.5589
F -0.3368 0.4986 0.1126
C -0.8946 0.2310 0.0431
C 0.8636 -0.0340 0.3302
O 0.0081 -0.1194 -0.2849
O -0.5545 -0.3956 -0.5348
H 0.2891 0.0126 0.0465
H 0.1745 -0.2610 0.1233
H 0.0955 -0.2364 -0.1946

As for the strongest force on any atom: 2.09 eV/Å. The net charge is +3. The molecular weight comes out at 690.78 g/mol. As for the energy: -2338.01695 Eh. As for the HOMO energy: -0.441 Ha. Its HOMO-LUMO gap is 5.6 eV.